P | Density functional theory data (ωB97M-V/def2-TZVPD) for a cluster of 2 separate species, CH2F2O3S in total.

Geometry as XYZ:
```
9
Properties=species:S:1:pos:R:3:lowdin_charge:R:1
C 0.493 -1.174 -1.421 -0.143
O 0.494 -0.194 2.282 -0.361
O 0.360 1.641 0.557 -0.273
O 1.056 -0.910 -0.413 -0.010
F -1.544 -0.304 0.757 -0.349
F -0.364 2.762 0.109 -0.102
S -0.527 0.665 1.777 1.086
H -0.163 -2.027 -1.483 0.075
H 0.196 -0.459 -2.164 0.077
```

Properties
gap between HOMO and LUMO	10.14	eV
LUMO	0.028	eV

=====

Q | Density functional theory data (ωB97M-V/def2-TZVPD) for a cluster of 2 separate species, CH2F2O3S in total.

Geometry as XYZ:
```
9
Properties=species:S:1:pos:R:3:lowdin_charge:R:1
C 1.725 0.249 -0.547 -0.098
O -2.063 0.197 -1.186 -0.351
O -0.724 -0.991 0.503 -0.297
O 0.691 0.709 -0.987 -0.041
F -1.216 1.418 0.942 -0.325
F -0.770 -1.734 1.701 -0.079
S -2.023 0.108 0.224 1.040
H 2.029 -0.817 -0.644 0.096
H 2.352 0.860 -0.006 0.053
```

Properties
gap between HOMO and LUMO	10.10	eV
LUMO	-0.169	eV

=====

Tell me which of them is the most stable. Sure, it is Q.

=====

P | Density functional theory data (ωB97M-V/def2-TZVPD) for the ion C5H12N5 with charge +1.

Geometry as XYZ:
```
22
Properties=species:S:1:pos:R:3:lowdin_charge:R:1
C -1.789 1.643 -1.242 -0.179
C -1.040 0.456 0.714 -0.163
C -0.955 1.161 -2.351 -0.136
C 0.341 -0.275 0.440 -0.233
C 1.779 -2.271 1.199 0.009
N 0.211 0.854 -2.291 0.056
N 1.179 1.030 -1.430 0.060
N -2.031 0.541 -0.338 -0.050
N 1.262 0.494 -0.220 0.003
N 1.006 -1.005 1.567 0.034
H -1.220 2.391 -0.669 0.124
H -2.853 1.907 -1.689 0.166
H -1.464 -0.063 1.571 0.112
H -0.860 1.485 0.990 0.111
H -1.423 0.886 -3.292 0.132
H 2.533 -2.153 0.475 0.082
H 2.298 -2.823 1.984 0.106
H 1.085 -2.993 0.857 0.088
H -2.409 -0.322 -0.599 0.110
H 2.292 0.666 0.185 0.222
H 1.764 -0.344 1.909 0.185
H 0.292 -1.264 2.231 0.162
```

Properties
gap between HOMO and LUMO (spin up / spin down)	7.63 / 7.62	eV
LUMO (spin up / spin down)	-3.941 / -3.946	eV
net charge	+1

=====

Q | Density functional theory data (ωB97M-V/def2-TZVPD) for the ion C5H12N5 with charge +1.

Geometry as XYZ:
```
22
Properties=species:S:1:pos:R:3:lowdin_charge:R:1
C 1.676 1.567 -0.276 -0.123
C -0.186 1.027 0.939 -0.127
C 1.474 0.103 -0.768 -0.152
C 0.021 -0.314 0.077 -0.287
C -2.300 -1.252 -0.119 -0.043
N 2.435 -0.865 -0.282 0.065
N 1.850 -1.701 0.416 0.016
N 0.317 2.006 0.051 -0.054
N 0.545 -1.507 0.515 -0.010
N -1.180 -0.631 -0.848 0.057
H 2.237 1.538 0.751 0.163
H 2.143 2.191 -0.899 0.078
H -1.176 1.119 1.231 0.099
H 0.368 0.960 1.801 0.105
H 1.468 0.125 -1.844 0.136
H -2.071 -2.300 0.151 0.101
H -2.555 -0.835 0.864 0.096
H -3.389 -1.310 -0.624 0.159
H 0.353 2.897 0.495 0.123
H 0.152 -2.016 1.343 0.179
H -1.246 0.396 -1.318 0.246
H -0.936 -1.197 -1.655 0.172
```

Properties
gap between HOMO and LUMO	10.47	eV
LUMO	-3.199	eV
net charge	+1
SMILES string	C[NH2+][C@]12CNC[C@H]1N=NN2

=====

Tell me which of them is the most stable. Sure, it is Q.

=====

P | Density functional theory data (ωB97M-V/def2-TZVPD) for a cluster of 2 separate species, C12H17N in total.

Geometry as XYZ:
```
30
Properties=species:S:1:pos:R:3:lowdin_charge:R:1
C 2.917 -1.015 0.446 -0.061
C -0.721 -1.044 1.187 -0.222
C 0.538 -0.395 1.254 -0.162
C 1.468 -1.193 0.462 -0.248
C 0.733 -2.206 -0.097 -0.053
C -1.775 -0.625 2.030 -0.017
C -1.537 0.503 2.785 -0.107
C 0.678 0.788 1.994 -0.050
C -0.404 1.307 2.645 -0.104
N -0.577 -2.083 0.317 0.067
H -1.383 -2.634 0.072 0.151
H -2.649 -1.264 2.001 0.104
H 1.016 -3.135 -0.566 0.123
H -2.338 0.905 3.402 0.100
H 1.697 1.172 2.022 0.111
H 3.213 -0.294 1.229 0.077
H 3.389 -0.783 -0.504 0.077
H -0.454 2.310 3.033 0.100
H 3.472 -1.896 0.815 0.085
C -0.307 0.732 -2.471 -0.320
C 0.070 1.573 -1.217 -0.101
C -1.731 0.805 -2.964 -0.130
H 0.317 1.119 -3.285 0.095
H 0.099 -0.277 -2.280 0.086
H 0.125 2.593 -1.599 0.070
H 1.049 1.234 -0.874 0.058
H -1.892 1.703 -3.576 0.073
H -1.872 -0.021 -3.669 0.064
H -0.643 1.467 -0.395 0.064
H -2.496 0.656 -2.193 0.070
```

Properties
gap between HOMO and LUMO	8.72	eV
LUMO	0.881	eV
SMILES string	Cc1c[nH]c2ccccc12.CCC

=====

Q | Density functional theory data (ωB97M-V/def2-TZVPD) for a cluster of 2 separate species, C12H17N in total.

Geometry as XYZ:
```
30
Properties=species:S:1:pos:R:3:lowdin_charge:R:1
C 2.343 1.142 -1.024 -0.301
C 2.381 2.713 -1.112 -0.109
C 2.802 0.525 -2.338 -0.128
H 2.804 0.798 -0.105 0.089
H 1.274 1.013 -0.834 0.060
H 1.431 3.103 -0.754 0.060
H 2.104 0.676 -3.155 0.068
H 3.776 0.953 -2.564 0.069
H 2.505 2.971 -2.166 0.057
H 3.302 3.166 -0.761 0.061
H 2.869 -0.574 -2.347 0.069
C -2.797 0.811 -0.914 -0.050
C -1.612 -1.783 1.462 -0.222
C -1.386 -0.503 0.805 -0.107
C -2.326 -0.448 -0.291 -0.241
C -2.966 -1.645 -0.316 -0.056
C -0.838 -2.296 2.454 -0.042
C 0.339 -1.638 2.900 -0.079
C -0.203 0.078 1.260 -0.054
C 0.668 -0.511 2.177 -0.114
N -2.634 -2.428 0.777 0.069
H -2.885 -3.353 1.095 0.150
H -1.066 -3.281 2.866 0.107
H -3.806 -1.989 -0.893 0.120
H 0.878 -1.942 3.780 0.096
H 0.012 1.088 0.919 0.097
H -2.334 0.981 -1.879 0.071
H -2.432 1.594 -0.233 0.084
H 1.677 -0.112 2.195 0.096
H -3.879 0.892 -1.006 0.079
```

Properties
gap between HOMO and LUMO	8.62	eV
LUMO	0.906	eV
SMILES string	Cc1c[nH]c2ccccc12.CCC

=====

Tell me which of them is the most stable. Sure, it is P.

=====

P | Density functional theory data (ωB97M-V/def2-TZVPD) for a structure of composition C30H23Cl2MnN4O2.

Geometry as XYZ:
```
62
Properties=species:S:1:pos:R:3:lowdin_charge:R:1
Mn 0.768 0.252 -0.495 0.923
C 3.415 1.588 0.681 -0.021
O 2.409 0.559 0.781 -0.283
C 2.426 -0.294 1.884 -0.232
C 3.343 -0.195 2.911 0.011
C 3.264 -1.110 3.955 -0.035
C 2.281 -2.090 3.957 -0.040
C 1.363 -2.164 2.919 0.007
C 1.441 -1.254 1.883 -0.184
N 0.514 -1.213 0.766 -0.030
N -0.352 -2.141 0.739 0.142
C -1.226 -2.357 -0.220 -0.114
C -1.231 -1.604 -1.432 -0.254
O -0.394 -0.628 -1.640 -0.120
C -2.137 -1.918 -2.458 0.023
C -3.019 -2.939 -2.265 0.053
C -3.081 -3.723 -1.073 -0.161
C -4.023 -4.759 -0.948 -0.003
C -4.065 -5.514 0.195 -0.041
C -3.162 -5.245 1.232 -0.032
C -2.234 -4.231 1.126 -0.011
C -2.183 -3.455 -0.031 -0.089
H 3.288 2.303 1.491 0.114
H 3.256 2.075 -0.276 0.090
H 4.402 1.133 0.708 0.110
H 4.111 0.565 2.911 0.121
H 3.980 -1.050 4.763 0.123
H 2.224 -2.801 4.770 0.122
H 0.591 -2.921 2.909 0.112
H -2.108 -1.348 -3.376 0.131
H -3.717 -3.179 -3.061 0.137
H -4.709 -4.952 -1.765 0.127
H -4.788 -6.312 0.296 0.119
H -3.191 -5.845 2.132 0.119
H -1.544 -4.041 1.936 0.105
C -1.085 2.573 2.959 0.000
C -0.396 1.598 2.226 -0.066
N -0.141 1.724 0.935 0.069
C -0.564 2.848 0.307 -0.138
C -1.269 3.862 0.941 -0.118
C -1.527 3.699 2.316 0.040
C -1.697 5.012 0.182 0.016
C -1.422 5.109 -1.133 0.014
C -0.680 4.073 -1.808 -0.117
C -0.373 4.113 -3.181 0.048
C 0.329 3.084 -3.756 0.003
C 0.737 2.018 -2.955 -0.082
N 0.478 1.971 -1.655 0.027
C -0.242 2.971 -1.087 -0.128
H -1.264 2.417 4.013 0.126
H -0.056 0.691 2.710 0.118
H -2.074 4.466 2.853 0.138
H -2.247 5.793 0.691 0.132
H -1.751 5.968 -1.705 0.132
H -0.704 4.956 -3.777 0.139
H 0.571 3.078 -4.810 0.128
H 1.283 1.185 -3.378 0.066
Cl 2.724 -0.701 -4.761 0.609
C 3.776 -0.427 -3.404 -0.910
Cl 2.964 -0.737 -1.805 0.637
H 4.121 0.598 -3.392 0.039
H 4.593 -1.137 -3.431 0.040
```

Properties
gap between HOMO and LUMO (spin up / spin down)	5.98 / 6.36	eV
2S+1	5
<S²>	6.127
LUMO (spin up / spin down)	-7.283 / -7.031	eV
net charge	+2

=====

Q | Density functional theory data (ωB97M-V/def2-TZVPD) for a structure of composition C30H23Cl2MnN4O2.

Geometry as XYZ:
```
62
Properties=species:S:1:pos:R:3:lowdin_charge:R:1
Mn 0.606 0.261 1.148 0.901
C 3.444 -0.192 2.370 -0.012
O 2.268 -0.747 1.733 -0.234
C 2.181 -2.138 1.590 -0.196
C 3.190 -3.007 1.943 0.012
C 2.968 -4.370 1.775 -0.030
C 1.764 -4.838 1.267 -0.040
C 0.762 -3.950 0.906 0.013
C 0.983 -2.592 1.062 -0.167
N 0.063 -1.573 0.662 -0.031
N -0.970 -1.928 0.029 0.146
C -1.948 -1.117 -0.354 -0.123
C -2.048 0.231 0.110 -0.264
O -1.178 0.745 0.927 -0.135
C -3.144 1.031 -0.288 0.024
C -4.079 0.510 -1.128 0.045
C -4.022 -0.825 -1.633 -0.160
C -5.019 -1.304 -2.500 -0.004
C -4.967 -2.594 -2.965 -0.042
C -3.917 -3.431 -2.566 -0.036
C -2.927 -2.979 -1.720 -0.013
C -2.966 -1.666 -1.242 -0.095
H 4.317 -0.400 1.756 0.117
H 3.544 -0.615 3.367 0.103
H 3.273 0.878 2.430 0.070
H 4.128 -2.655 2.347 0.122
H 3.746 -5.067 2.054 0.124
H 1.602 -5.900 1.149 0.122
H -0.179 -4.298 0.506 0.117
H -3.217 2.036 0.101 0.130
H -4.917 1.129 -1.429 0.135
H -5.827 -0.644 -2.791 0.125
H -5.733 -2.967 -3.630 0.119
H -3.883 -4.451 -2.925 0.119
H -2.126 -3.640 -1.420 0.107
C 1.399 4.556 1.537 0.001
C 1.416 3.182 1.783 -0.098
N 1.213 2.277 0.835 0.036
C 0.998 2.708 -0.437 -0.130
C 0.921 4.061 -0.764 -0.117
C 1.127 4.995 0.268 0.045
C 0.652 4.450 -2.123 0.012
C 0.505 3.523 -3.090 0.013
C 0.636 2.122 -2.789 -0.120
C 0.560 1.114 -3.769 0.037
C 0.748 -0.195 -3.408 -0.002
C 0.993 -0.498 -2.063 -0.087
N 1.051 0.425 -1.120 0.076
C 0.880 1.718 -1.477 -0.146
H 1.587 5.245 2.348 0.126
H 1.601 2.810 2.782 0.060
H 1.079 6.054 0.047 0.138
H 0.577 5.505 -2.351 0.131
H 0.307 3.819 -4.111 0.131
H 0.366 1.382 -4.800 0.136
H 0.716 -0.992 -4.138 0.124
H 1.155 -1.524 -1.755 0.121
Cl 2.388 1.684 5.273 0.613
C 0.692 1.291 5.335 -0.886
Cl 0.030 0.701 3.746 0.626
H 0.110 2.174 5.568 0.044
H 0.520 0.481 6.032 0.043
```

Properties
gap between HOMO and LUMO (spin up / spin down)	5.79 / 6.41	eV
2S+1	5
<S²>	6.181
LUMO (spin up / spin down)	-7.562 / -7.024	eV
net charge	+2

=====

Tell me which of them is the most stable. Sure, it is P.

=====

P | Density functional theory data (ωB97M-V/def2-TZVPD) for the ion C3H5NO3P with charge -1.

Geometry as XYZ:
```
13
Properties=species:S:1:pos:R:3:lowdin_charge:R:1
C -0.501 1.620 1.185 -0.723
C 0.768 0.415 -0.703 -0.718
C -0.980 -0.717 0.549 -0.148
N -0.230 0.388 0.166 -0.091
O 0.169 2.598 1.052 0.036
O -1.469 1.394 1.864 -0.012
O 1.406 1.348 -1.135 -0.044
P 1.581 -1.334 -1.128 0.781
H -0.822 -0.898 1.669 0.111
H -1.973 -0.495 0.315 0.067
H -0.353 -1.584 0.093 0.016
H 0.351 -1.942 -1.592 -0.134
H 2.053 -0.793 -2.335 -0.141
```

Properties
gap between HOMO and LUMO	8.53	eV
LUMO	3.947	eV
net charge	-1
SMILES string	CN(C(=O)[O-])C(=O)P

=====

Q | Density functional theory data (ωB97M-V/def2-TZVPD) for a structure of composition C3H5NO3P.

Geometry as XYZ:
```
13
Properties=species:S:1:pos:R:3:lowdin_charge:R:1
C -1.813 0.953 0.400 -0.486
C 0.052 -1.683 -0.732 -0.251
C -0.778 1.823 0.625 -0.145
N -2.738 0.290 0.284 0.064
O 2.027 0.258 -1.005 -0.319
O 2.208 0.272 1.571 -0.333
O 0.788 -1.446 0.389 -0.261
P 1.480 0.030 0.322 0.428
H -0.884 -1.015 -1.011 0.100
H -0.128 -2.789 -0.754 0.087
H 0.701 -1.593 -1.627 0.062
H -0.406 2.165 1.566 0.001
H -0.511 2.735 -0.027 0.053
```

Properties
gap between HOMO and LUMO (spin up / spin down)	7.68 / 7.68	eV
LUMO (spin up / spin down)	3.679 / 3.679	eV
net charge	-1

=====

Tell me which of them is the most stable. Sure, it is Q.

=====

P | Density functional theory data (ωB97M-V/def2-TZVPD) for a cluster of 2 separate species, C3H8N2O2S in total.

Geometry as XYZ:
```
16
Properties=species:S:1:pos:R:3:lowdin_charge:R:1
C 2.374 1.376 -0.736 -0.465
C -0.671 -1.946 1.858 0.127
C -0.258 1.653 -0.349 -0.584
N -0.119 1.845 -1.572 -0.009
N -1.373 -1.793 0.758 -0.375
O -1.903 -2.888 0.127 0.105
O -1.651 -0.716 0.250 -0.037
S 1.238 1.302 0.556 0.821
H 1.836 1.817 -1.550 0.003
H 2.426 0.341 -1.008 0.018
H 3.427 1.619 -0.588 0.053
H -0.320 -1.060 2.199 0.047
H -0.399 -2.823 2.254 0.049
H -1.114 1.821 0.386 0.094
H -2.502 -2.634 -0.521 0.082
H -0.989 2.086 -2.065 0.071
```

Properties
gap between HOMO and LUMO	9.17	eV
LUMO	0.724	eV
SMILES string	C=[N+]([O-])O.[H]/N=C/SC

=====

Q | Density functional theory data (ωB97M-V/def2-TZVPD) for the molecule C3H8N2O2S.

Geometry as XYZ:
```
16
Properties=species:S:1:pos:R:3:lowdin_charge:R:1
C 2.300 0.383 -0.801 -0.092
C 1.069 -0.655 0.891 -0.560
C -1.547 -0.840 -0.138 -0.788
H 2.507 1.382 -1.185 0.097
H 1.927 -0.322 -1.553 0.078
H 3.258 -0.039 -0.481 0.090
H 0.638 -0.511 1.892 0.100
H 1.919 -1.281 1.242 0.096
H -0.531 0.923 0.006 0.105
H -3.024 0.854 -0.797 0.077
H -3.266 1.051 0.841 0.095
N -1.429 0.484 0.194 -0.059
N -2.628 1.273 0.053 0.035
O 1.403 0.508 0.283 -0.246
O -2.585 -1.415 -0.395 -0.009
S -0.010 -1.794 -0.052 0.984
```

Properties
gap between HOMO and LUMO	10.31	eV
LUMO	0.658	eV
SMILES string	COCSC(=O)NN

=====

Tell me which of them is the most stable. Sure, it is Q.